# C41H82O31S5

A 12-piece molecular cluster, C41H82O31S5 overall (ωB97M-V/def2-TZVPD, OMol25).

- Net charge: 0
- Electronic energy: -5934.70846 Eh
- Highest occupied orbital energy: -0.3623 hartree
- LUMO: 0.198 eV
- SMILES string: O=S1(=O)CCCC1.O=S1(=O)CCCC1.O=S1(=O)CCCC1.O=S1(=O)CCCC1.O=S1(=O)CCCC1.COC(=O)OC.COC(=O)OC.COC(=O)OC.COC(=O)OC.COC(=O)OC.COC(=O)OC.COC(=O)OC

Element x y z (Å)
O 2.9394 3.8252 -4.4423
S 2.5657 2.6121 -3.7606
O 2.1058 2.7434 -2.3999
C 1.5139 1.6906 -4.8389
C 2.0607 0.2650 -4.7128
C 3.5346 0.3550 -4.8118
C 3.8845 1.4112 -3.7691
H 1.6828 2.0681 -5.8112
H 0.4780 1.8699 -4.4303
H 1.5556 -0.0835 -3.7851
H 1.7029 -0.4412 -5.5045
H 3.8130 0.5874 -5.8484
H 4.0351 -0.5496 -4.5281
H 4.7573 2.0585 -3.8782
H 3.7303 1.0085 -2.7946
O 1.8206 2.0169 4.7281
S 0.9570 3.1470 4.4752
O 1.3806 4.1141 3.4528
C -0.7144 2.5248 4.1830
C -1.2953 2.6736 5.5486
C -0.7788 3.9654 6.1479
C 0.6848 3.9485 6.0854
H -0.5500 1.4612 3.8255
H -1.2481 3.1756 3.4528
H -2.3765 2.6468 5.5295
H -0.9919 1.8352 6.1986
H -1.1051 4.1761 7.1829
H -1.2509 4.7575 5.5385
H 1.1209 3.3332 6.8641
H 1.1904 4.9166 5.9845
O -4.0328 0.2739 -2.2581
S -3.6628 -0.4914 -3.4494
O -4.2255 -1.8409 -3.6123
C -4.1179 0.4606 -4.9282
C -2.9683 0.2421 -5.8842
C -2.0366 -0.8403 -5.3526
C -1.8919 -0.5695 -3.8444
H -4.2191 1.5099 -4.6928
H -5.0760 0.0260 -5.2160
H -3.2228 0.0587 -6.9444
H -2.2642 1.1263 -5.9677
H -1.0738 -0.7744 -5.8246
H -2.2981 -1.9274 -5.4175
H -1.4257 0.3960 -3.6775
H -1.4273 -1.3812 -3.2482
O 2.8421 -2.7776 -0.8759
S 3.3824 -2.8676 0.4654
O 3.2251 -1.7420 1.3562
C 2.7064 -4.3544 1.1841
C 3.8405 -5.3499 1.5149
C 5.0434 -4.4343 1.7619
C 5.0629 -3.4805 0.5572
H 1.9139 -4.7344 0.5059
H 2.1315 -4.0492 2.1219
H 3.5668 -5.9221 2.3736
H 3.9954 -5.9611 0.6746
H 6.0320 -5.0625 1.8616
H 5.0209 -3.8507 2.7270
H 5.2068 -4.0213 -0.3849
H 5.7263 -2.6704 0.7942
O -0.9517 0.1765 2.0916
S -0.8868 1.1143 0.9823
O -1.5519 2.3586 1.2388
C 0.9149 1.3186 0.7134
C 1.3295 0.1620 -0.1558
C 0.2190 0.0339 -1.1823
C -1.2161 0.1083 -0.5162
H 1.3475 1.4099 1.7107
H 1.0043 2.2968 0.1900
H 2.3579 0.2809 -0.5714
H 1.4083 -0.6471 0.5082
H 0.2869 -0.9070 -1.7208
H 0.3436 0.8777 -1.8580
H -1.4700 -0.8313 -0.0341
H -1.9621 0.5114 -1.2198
C 0.1873 5.1527 -2.9068
O -0.4796 3.9375 -3.3442
C -1.7842 3.7786 -3.0193
O -2.2904 2.7098 -3.1754
O -2.3733 4.8654 -2.5781
C -3.7974 4.6926 -2.5091
H 1.2394 4.9284 -3.1794
H 0.0111 5.3544 -1.8119
H -0.1306 5.9838 -3.5435
H -4.1476 4.0033 -1.7536
H -4.0864 4.3078 -3.5314
H -4.0571 5.7639 -2.3365
C -4.5564 4.2649 1.8317
O -3.4098 5.0552 2.0026
C -3.2418 6.0784 1.1201
O -3.8895 6.3387 0.1366
O -2.2644 6.8273 1.6140
C -1.3604 6.5091 2.6971
H -4.3391 3.3094 2.2690
H -4.7705 4.0856 0.7820
H -5.3903 4.7391 2.2512
H -1.0636 5.4550 2.6912
H -1.7879 6.8638 3.6263
H -0.5214 7.1228 2.5175
C 1.4099 -1.1930 4.3022
O 1.6234 -2.4979 4.8791
C 0.6689 -2.8108 5.7664
O -0.3023 -2.1678 6.0288
O 1.0276 -4.0256 6.1915
C 0.2341 -4.5429 7.1715
H 0.3709 -1.1563 3.9674
H 2.1606 -1.0105 3.4927
H 1.5619 -0.3942 5.0195
H -0.8159 -4.5063 6.7946
H 0.1230 -4.0400 8.1323
H 0.5489 -5.4967 7.4046
C 0.0619 -3.5289 -2.1544
O -0.3440 -4.4753 -3.0177
C -0.3464 -4.1193 -4.3058
O -0.0900 -3.0183 -4.7621
O -0.6037 -5.1524 -5.1285
C -0.7058 -4.8160 -6.4966
H 0.7389 -2.8315 -2.6115
H 0.6379 -3.9491 -1.3313
H -0.7441 -3.0302 -1.6584
H -1.4179 -5.4651 -6.9773
H 0.3028 -4.9742 -6.9137
H -0.9372 -3.7522 -6.5525
C -0.7763 -3.4343 2.2999
O -1.3639 -3.1735 1.0068
C -2.6120 -3.7804 0.8717
O -3.2074 -4.3734 1.7074
O -2.9233 -3.5593 -0.3672
C -4.2311 -4.0495 -0.8218
H 0.2322 -3.3426 2.1431
H -1.0657 -4.4477 2.6888
H -1.0477 -2.6612 2.9766
H -4.1006 -5.1187 -0.9525
H -4.3982 -3.6641 -1.8142
H -5.0512 -3.8066 -0.1846
C 5.0696 1.4032 0.2892
O 5.0235 0.2665 -0.6374
C 6.2425 -0.2117 -0.7868
O 7.3114 0.2064 -0.3401
O 6.1102 -1.3897 -1.4757
C 7.3356 -2.0980 -1.6454
H 4.0245 1.7777 0.2453
H 5.6160 2.1932 -0.1472
H 5.2408 1.0277 1.3099
H 7.1680 -2.8777 -2.3907
H 7.7448 -2.5082 -0.7668
H 8.0664 -1.4192 -2.0201
C -3.0316 -0.8175 4.6152
O -3.8039 0.1820 3.9953
C -3.9404 -0.0290 2.6545
O -3.6939 -1.0639 2.1398
O -4.4557 0.9873 1.9992
C -4.5050 0.6614 0.6381
H -3.0398 -0.5634 5.6503
H -2.0118 -0.8289 4.2782
H -3.4675 -1.7785 4.6274
H -5.3854 0.0454 0.3855
H -3.6193 0.1260 0.2734
H -4.4428 1.5795 0.0862

# C4H15N2

A 2-piece molecular cluster, C4H15N2 overall (ωB97M-V/def2-TZVPD, OMol25).

- Net charge: +1
- Electronic energy: -270.63334 Eh
- Highest occupied orbital energy: -0.4817 hartree
- LUMO: -3.746 eV

Element x y z (Å)
C -1.9645 0.9933 1.7243
N -1.6016 -0.3540 2.2164
H -1.3020 1.4301 0.9528
H -1.9913 1.6742 2.5678
H -3.0119 0.9193 1.2877
H -1.6377 -0.9728 1.3904
H -0.6430 -0.3774 2.5623
C 0.3704 0.1173 -0.5452
C 1.5116 -0.5159 -1.3935
C 1.8927 -1.9333 -0.9251
N -0.0593 1.4378 -1.0547
H -0.5347 -0.4972 -0.5689
H 0.6743 0.2740 0.5107
H 2.4105 0.1377 -1.3809
H 1.1694 -0.5825 -2.4545
H 2.4197 -1.9216 0.0183
H 1.0067 -2.5902 -0.7985
H 2.6100 -2.3938 -1.7168
H 0.6478 2.1551 -0.8377
H -0.0746 1.4171 -2.0809
H -0.9778 1.7724 -0.7467

# C2H4ClNO

A 2-piece molecular cluster, C2H4ClNO overall (ωB97M-V/def2-TZVPD, OMol25).

- Net charge: 0
- Electronic energy: -668.65812 Eh
- Highest occupied orbital energy: -0.3620 hartree
- LUMO: -0.807 eV
- SMILES string: O=NCl.C=C

Element x y z (Å)
O -1.7280 1.4720 0.1607
N -1.4564 0.3914 0.5071
Cl -2.5330 -0.9140 -0.1572
C 0.8885 -0.7307 0.2440
C 1.0088 0.4162 -0.4007
H 1.2775 -0.8902 1.2307
H 0.4310 -1.5841 -0.2347
H 1.4789 1.2759 0.0490
H 0.6327 0.5636 -1.3989

# C42H34N5O7SV

C42H34N5O7SV as an isolated structure (ωB97M-V/def2-TZVPD, OMol25).

- Net charge: +2
- Electronic energy: -3762.96019 Eh
- Highest occupied orbital energy: -0.4966 hartree
- LUMO: -6.687 eV

Element x y z (Å)
V 0.5938 -1.3441 0.6360
S 0.6513 -3.6748 4.4446
C 1.4791 -2.1710 4.7321
C 1.9971 -1.6931 5.9315
C 2.6624 -0.4834 5.9090
C 2.8285 0.2189 4.7108
C 2.3129 -0.2590 3.5216
C 1.6097 -1.4607 3.5406
N 1.0101 -2.1238 2.4521
C 0.5093 -3.2850 2.7956
C -0.1615 -4.0241 1.7493
C -0.7424 -5.2707 1.9455
C -1.4280 -5.8681 0.9039
C -1.5339 -5.2000 -0.3073
C -0.9375 -3.9566 -0.5027
C -0.2183 -3.3468 0.5204
H 1.8966 -2.2584 6.8495
H 3.0836 -0.0900 6.8244
H 3.3918 1.1435 4.7142
H 2.4792 0.2724 2.5953
H -0.6618 -5.7650 2.9082
H -1.8775 -6.8431 1.0335
H -2.0812 -5.6527 -1.1248
H -1.0404 -3.4944 -1.4736
C -3.2514 4.7066 0.3242
O -3.0308 3.3368 -0.0322
C -3.5478 2.9192 -1.2145
C -4.2287 3.7191 -2.1204
C -4.7208 3.1623 -3.2958
C -4.5637 1.8124 -3.5678
C -3.9014 1.0051 -2.6527
C -3.3779 1.5624 -1.4983
N -2.6898 0.7813 -0.5145
C -1.6412 0.0082 -0.7414
N -1.1628 -0.1980 -1.9455
C -0.0938 -1.0720 -2.2723
C 0.6540 -1.8091 -1.3681
C 1.6449 -2.6687 -1.8504
C 1.8869 -2.7536 -3.2050
C 1.1497 -1.9966 -4.1172
C 0.1619 -1.1580 -3.6525
O -0.6407 -0.3762 -4.4124
C -0.4081 -0.3485 -5.8269
N -1.0190 -0.6376 0.2833
C -1.3305 -0.4047 1.6636
C -2.2004 -1.2431 2.3749
C -2.4771 -0.9688 3.6923
C -1.9030 0.1559 4.2961
C -1.0563 1.0098 3.6077
C -0.7561 0.7284 2.2811
O 0.0755 1.4425 1.4989
C 0.5890 2.6911 2.0049
H -2.7861 4.8463 1.2935
H -4.3177 4.9205 0.4013
H -2.7900 5.3749 -0.4029
H -4.3838 4.7693 -1.9203
H -5.2468 3.7971 -3.9980
H -4.9718 1.3831 -4.4725
H -3.8238 -0.0647 -2.8212
H -2.8661 1.0256 0.4513
H -1.5938 0.2802 -2.7301
H 2.2305 -3.2643 -1.1637
H 2.6637 -3.4137 -3.5692
H 1.3511 -2.0769 -5.1764
H -1.0897 0.3928 -6.2282
H -0.6211 -1.3225 -6.2672
H 0.6199 -0.0563 -6.0390
H -2.6382 -2.0951 1.8689
H -3.1480 -1.6077 4.2513
H -2.1270 0.3729 5.3336
H -0.6275 1.8672 4.1053
H 1.2147 3.0940 1.2157
H 1.1827 2.5298 2.9038
H -0.2321 3.3747 2.2145
O 4.3712 -1.1409 0.0267
C 3.4112 -0.4768 -0.1385
O 2.1823 -0.9294 0.3862
C 3.3483 0.8233 -0.8358
C 2.1538 1.4781 -1.1295
C 2.1715 2.6924 -1.7988
C 3.3817 3.2624 -2.1684
C 4.5499 2.5908 -1.8635
C 4.5646 1.3812 -1.2099
N 5.8475 3.2000 -2.2572
O 6.8510 2.5761 -1.9974
O 5.8044 4.3055 -2.7487
H 1.2019 1.0447 -0.8461
H 1.2441 3.1963 -2.0375
H 3.4342 4.2108 -2.6838
H 5.5001 0.8822 -0.9973

# C5H13N

One molecule with the formula C5H13N (ωB97M-V/def2-TZVPD, OMol25).

- Net charge: 0
- Electronic energy: -253.00331 Eh
- Highest occupied orbital energy: -0.3066 hartree
- LUMO: 1.158 eV
- SMILES string: CCN(C)CC

Element x y z (Å)
C -0.1319 1.1228 2.2404
C -0.1795 -0.1195 1.3937
N -0.2663 -0.0133 -0.1028
C 0.2182 1.2766 -0.5894
C 0.4479 -1.1099 -0.7616
C -0.2463 -1.2481 -2.1678
H 0.1774 0.9034 3.2722
H 0.3876 1.9756 1.7946
H -1.1093 1.5496 2.5461
H 0.7890 -0.6102 1.5857
H -1.0419 -0.7284 1.6606
H 0.0592 1.4288 -1.6746
H 1.3145 1.3403 -0.6963
H -0.0896 2.1706 -0.0872
H 0.1854 -2.0089 -0.1800
H 1.5500 -1.0405 -0.7373
H -0.9195 -0.4185 -2.3702
H 0.5063 -1.3303 -2.9515
H -0.8160 -2.1832 -2.0813

# C38H64FeN2O4PSi2

C38H64FeN2O4PSi2 as an isolated structure (ωB97M-V/def2-TZVPD, OMol25).

- Net charge: -1
- Electronic energy: -4081.07770 Eh
- 2S+1: 5
- Highest occupied orbital energy (alpha / beta): -0.0136 / -0.1069 hartree
- LUMO (alpha / beta): 2.391 / 2.386 eV

Element x y z (Å)
Fe 0.3840 -0.5113 1.0935
N 0.4087 -0.6565 3.3020
C -0.5432 -1.6553 3.8424
C -1.7615 -1.8207 2.8794
N -1.4901 -1.4552 1.4927
H 1.3660 -0.8190 3.6648
H 0.1693 0.2645 3.7282
H -0.9350 -1.2884 4.7924
H -0.0133 -2.5893 4.0496
H -2.6312 -1.2422 3.2493
H -2.0628 -2.8702 2.9317
H -1.9170 -0.5682 1.1939
H -1.8260 -2.1642 0.8537
C 2.4867 -5.4345 1.2250
C 2.8409 -4.3698 2.2203
C 3.1715 -4.8069 3.5100
C 3.8131 -3.9901 4.4142
C 4.0251 -2.6626 4.0710
C 3.4806 -2.1440 2.8916
C 2.7975 -2.9773 1.9970
P 2.0301 -2.0818 0.5608
C 1.1510 -3.2341 -0.5874
C 0.0777 -3.9090 0.0114
C -0.6744 -4.8597 -0.6687
C -0.4470 -5.0474 -2.0459
C 0.4858 -4.2787 -2.6813
C 1.3942 -3.4729 -1.9530
C 2.5094 -2.7698 -2.6992
C 3.4405 -1.1190 -0.0433
C 4.5534 -1.9180 -0.2960
C 5.7326 -1.4087 -0.8034
C 5.7868 -0.0645 -1.1643
C 4.7005 0.7323 -0.9498
C 3.4875 0.2651 -0.4105
C 2.3036 1.1880 -0.3893
H 3.1099 -6.3296 1.4498
H 2.6833 -5.2002 0.1568
H 1.4140 -5.7137 1.3383
H 2.9756 -5.8438 3.7797
H 4.1381 -4.3662 5.3768
H 4.6111 -2.0123 4.7005
H 3.5886 -1.0987 2.6289
H -0.1118 -3.7125 1.0627
H -1.4552 -5.4314 -0.1420
H -1.0243 -5.7706 -2.5975
H 0.5412 -4.2743 -3.7684
H 2.3413 -2.9765 -3.7733
H 3.5338 -3.1320 -2.4417
H 2.4869 -1.6705 -2.5433
H 4.4659 -2.9710 -0.0878
H 6.5994 -2.0436 -0.8985
H 6.6813 0.3546 -1.5990
H 4.7465 1.7679 -1.2476
H 1.3492 0.5900 -0.3840
H 2.3215 1.8302 -1.3119
C 3.4685 2.0150 2.2957
Si 2.0940 2.4191 1.1084
C 0.4391 2.4824 1.9978
C 2.1760 4.1648 0.3786
H 3.6872 2.8622 2.9862
H 4.3873 1.7021 1.7563
H 3.1559 1.1672 2.9185
H -0.2809 3.0445 1.3906
H 0.5571 2.9777 2.9961
H 0.0316 1.4528 2.1554
H 2.0568 4.9451 1.1726
H 1.2765 4.2921 -0.2561
H 3.0917 4.4249 -0.1999
C -3.6379 4.6272 -1.3219
C -2.6648 4.5077 -0.1475
C -1.6657 5.6395 -0.1305
C -3.3428 4.3748 1.2203
O -1.8248 3.2827 -0.3222
Si -2.0676 1.7139 -0.7151
O -0.8568 0.7722 -0.1965
O -2.3155 1.5708 -2.3712
C -1.4226 1.5468 -3.5536
C -2.3710 1.4519 -4.7491
C -0.4890 0.3705 -3.4237
C -0.6020 2.8240 -3.5067
O -3.5209 1.2944 -0.0259
C -4.6841 0.5120 -0.4746
C -4.2369 -0.8227 -1.0949
C -5.4814 0.2569 0.7929
C -5.4420 1.3642 -1.4974
H -4.2950 5.5229 -1.2071
H -4.3117 3.7359 -1.3667
H -3.0866 4.6622 -2.2830
H -2.2282 6.6111 -0.0891
H -1.0252 5.6188 -1.0552
H -1.0757 5.6045 0.7885
H -3.9935 5.2537 1.4115
H -2.6132 4.3360 2.0413
H -3.9660 3.4636 1.1803
H -2.9635 0.5057 -4.6982
H -1.7833 1.4777 -5.6934
H -3.0693 2.3105 -4.7433
H -1.0161 -0.5678 -3.6560
H -0.0426 0.3429 -2.4178
H 0.3139 0.4875 -4.1663
H -1.2263 3.7461 -3.5790
H 0.1019 2.8459 -4.3810
H 0.0025 2.8892 -2.5703
H -3.7618 -1.5004 -0.3523
H -3.5847 -0.6629 -1.9763
H -5.1276 -1.3954 -1.4735
H -4.8560 -0.3394 1.4794
H -6.4119 -0.3411 0.5541
H -5.8214 1.1861 1.2777
H -4.7608 1.6522 -2.3233
H -5.8815 2.2633 -1.0092
H -6.3221 0.7981 -1.8562

Copy entry 3 word for word.
# C2H4ClNO

A 2-piece molecular cluster, C2H4ClNO overall (ωB97M-V/def2-TZVPD, OMol25).

- Net charge: 0
- Electronic energy: -668.65812 Eh
- Highest occupied orbital energy: -0.3620 hartree
- LUMO: -0.807 eV
- SMILES string: O=NCl.C=C

Element x y z (Å)
O -1.7280 1.4720 0.1607
N -1.4564 0.3914 0.5071
Cl -2.5330 -0.9140 -0.1572
C 0.8885 -0.7307 0.2440
C 1.0088 0.4162 -0.4007
H 1.2775 -0.8902 1.2307
H 0.4310 -1.5841 -0.2347
H 1.4789 1.2759 0.0490
H 0.6327 0.5636 -1.3989

Repeat the fourth record exactly.
# C42H34N5O7SV

C42H34N5O7SV as an isolated structure (ωB97M-V/def2-TZVPD, OMol25).

- Net charge: +2
- Electronic energy: -3762.96019 Eh
- Highest occupied orbital energy: -0.4966 hartree
- LUMO: -6.687 eV

Element x y z (Å)
V 0.5938 -1.3441 0.6360
S 0.6513 -3.6748 4.4446
C 1.4791 -2.1710 4.7321
C 1.9971 -1.6931 5.9315
C 2.6624 -0.4834 5.9090
C 2.8285 0.2189 4.7108
C 2.3129 -0.2590 3.5216
C 1.6097 -1.4607 3.5406
N 1.0101 -2.1238 2.4521
C 0.5093 -3.2850 2.7956
C -0.1615 -4.0241 1.7493
C -0.7424 -5.2707 1.9455
C -1.4280 -5.8681 0.9039
C -1.5339 -5.2000 -0.3073
C -0.9375 -3.9566 -0.5027
C -0.2183 -3.3468 0.5204
H 1.8966 -2.2584 6.8495
H 3.0836 -0.0900 6.8244
H 3.3918 1.1435 4.7142
H 2.4792 0.2724 2.5953
H -0.6618 -5.7650 2.9082
H -1.8775 -6.8431 1.0335
H -2.0812 -5.6527 -1.1248
H -1.0404 -3.4944 -1.4736
C -3.2514 4.7066 0.3242
O -3.0308 3.3368 -0.0322
C -3.5478 2.9192 -1.2145
C -4.2287 3.7191 -2.1204
C -4.7208 3.1623 -3.2958
C -4.5637 1.8124 -3.5678
C -3.9014 1.0051 -2.6527
C -3.3779 1.5624 -1.4983
N -2.6898 0.7813 -0.5145
C -1.6412 0.0082 -0.7414
N -1.1628 -0.1980 -1.9455
C -0.0938 -1.0720 -2.2723
C 0.6540 -1.8091 -1.3681
C 1.6449 -2.6687 -1.8504
C 1.8869 -2.7536 -3.2050
C 1.1497 -1.9966 -4.1172
C 0.1619 -1.1580 -3.6525
O -0.6407 -0.3762 -4.4124
C -0.4081 -0.3485 -5.8269
N -1.0190 -0.6376 0.2833
C -1.3305 -0.4047 1.6636
C -2.2004 -1.2431 2.3749
C -2.4771 -0.9688 3.6923
C -1.9030 0.1559 4.2961
C -1.0563 1.0098 3.6077
C -0.7561 0.7284 2.2811
O 0.0755 1.4425 1.4989
C 0.5890 2.6911 2.0049
H -2.7861 4.8463 1.2935
H -4.3177 4.9205 0.4013
H -2.7900 5.3749 -0.4029
H -4.3838 4.7693 -1.9203
H -5.2468 3.7971 -3.9980
H -4.9718 1.3831 -4.4725
H -3.8238 -0.0647 -2.8212
H -2.8661 1.0256 0.4513
H -1.5938 0.2802 -2.7301
H 2.2305 -3.2643 -1.1637
H 2.6637 -3.4137 -3.5692
H 1.3511 -2.0769 -5.1764
H -1.0897 0.3928 -6.2282
H -0.6211 -1.3225 -6.2672
H 0.6199 -0.0563 -6.0390
H -2.6382 -2.0951 1.8689
H -3.1480 -1.6077 4.2513
H -2.1270 0.3729 5.3336
H -0.6275 1.8672 4.1053
H 1.2147 3.0940 1.2157
H 1.1827 2.5298 2.9038
H -0.2321 3.3747 2.2145
O 4.3712 -1.1409 0.0267
C 3.4112 -0.4768 -0.1385
O 2.1823 -0.9294 0.3862
C 3.3483 0.8233 -0.8358
C 2.1538 1.4781 -1.1295
C 2.1715 2.6924 -1.7988
C 3.3817 3.2624 -2.1684
C 4.5499 2.5908 -1.8635
C 4.5646 1.3812 -1.2099
N 5.8475 3.2000 -2.2572
O 6.8510 2.5761 -1.9974
O 5.8044 4.3055 -2.7487
H 1.2019 1.0447 -0.8461
H 1.2441 3.1963 -2.0375
H 3.4342 4.2108 -2.6838
H 5.5001 0.8822 -0.9973

net charge of number 3 (C2H4ClNO)? 0

Number 1 is which compound? C41H82O31S5